Entry i
Molecular formula: C2H3N2PS
Method: DFT, the ωB97M-V functional and the def2-TZVPD basis

Each line ends with the Mulliken charge.
Element x y z (Å)
P1 -1.294 -0.939 1.500  -0.12
H1 -1.740 -1.617 0.355  0.07
C1 -0.078 -0.379 0.307  0.42
H2 1.327 2.097 -1.230  0.37
C2 1.058 1.137 -0.802  0.02
N1 0.201 0.959 0.151  -0.47
H3 -1.967 0.305 1.556  0.08
N2 0.781 -1.238 -0.423  -0.44
S1 1.713 -0.325 -1.414  0.08

Gap between HOMO and LUMO: 9.5 eV
E_LUMO: 0.0139 Eh
2S+1: 1
Net charge: 0
E_HOMO: -9.1 eV

---

Entry ii
Molecular formula: C2H3N2PS
Method: DFT, the ωB97M-V functional and the def2-TZVPD basis

Each line ends with the Mulliken charge.
Element x y z (Å)
S1 -2.149 -0.027 0.800  0.12
P1 2.210 -0.229 0.119  -0.15
H1 2.648 1.073 -0.179  0.07
N1 -0.420 -0.089 -1.085  -0.32
C1 0.475 -0.233 -0.268  0.37
H2 2.059 -0.161 1.578  0.12
C2 -1.731 -0.093 -0.825  -0.17
N2 -0.800 -0.141 1.581  -0.46
H3 -2.293 -0.100 -1.722  0.43

Gap between HOMO and LUMO (alpha / beta): 7.9 / 7.9 eV
E_LUMO (alpha / beta): -0.0130 / -0.0132 Eh
2S+1: 1
Net charge: 0
E_HOMO (alpha / beta): -8.3 / -8.3 eV

---

Which structure is most stable? entry i, by 76.3 kcal/mol over the runner-up.

---

Entry i
Molecular formula: C4H6S2
Method: DFT, the ωB97M-V functional and the def2-TZVPD basis

Each line ends with the Mulliken charge.
Element x y z (Å)
H1 1.858 1.443 0.157  0.29
C1 0.682 1.233 0.411  -0.55
C2 0.456 -0.270 0.213  0.01
H2 0.912 -2.294 -0.908  0.24
C3 -1.893 -0.346 -0.119  -0.19
H3 2.115 -0.641 -0.839  0.18
H4 -0.319 1.641 -0.011  0.26
H5 0.710 1.262 1.540  0.27
H6 -1.294 0.267 -0.902  0.26
S1 -3.521 -0.120 0.020  -0.23
S2 -0.884 -1.015 0.983  -0.07
C4 1.179 -1.162 -0.545  -0.48

Gap between HOMO and LUMO: 8.2 eV
E_LUMO: -0.0123 Eh
2S+1: 1
Net charge: 0
E_HOMO: -8.6 eV

---

Entry ii
Molecular formula: C4H6S2
Method: DFT, the ωB97M-V functional and the def2-TZVPD basis

Each line ends with the Mulliken charge.
Element x y z (Å)
S1 1.272 -1.608 -2.610  -0.22
C1 0.725 -1.214 0.581  -0.69
H1 -0.512 1.333 2.059  0.27
C2 -0.551 1.667 0.990  -0.84
C3 -0.058 -0.748 -0.402  0.44
H2 0.532 -0.984 1.587  0.28
H3 -1.164 2.606 1.027  0.30
S2 -1.388 0.411 0.034  -0.09
H4 1.446 -2.007 0.383  0.27
H5 0.435 1.927 0.645  0.33
C4 0.026 -0.895 -1.854  -0.37
H6 -0.763 -0.489 -2.440  0.34

Gap between HOMO and LUMO: 7.7 eV
E_LUMO: -0.0394 Eh
2S+1: 1
Net charge: 0
E_HOMO: -8.7 eV

---

Which structure is most stable? entry ii, by 37.5 kcal/mol over the runner-up.

---

Entry i
Molecular formula: C8H8O
Method: DFT, the ωB97M-V functional and the def2-TZVPD basis

Each line ends with the Mulliken charge.
Element x y z (Å)
H1 2.259 -1.182 0.192  0.33
O1 -0.489 2.115 1.711  -0.59
C1 0.338 2.301 -1.616  0.38
C2 -3.372 -0.476 -0.715  -0.24
H2 -0.158 -1.843 0.046  0.33
H3 -0.240 -0.523 -1.094  0.29
C3 0.027 1.395 0.830  -0.14
C4 0.191 -0.934 -0.230  -0.63
H4 0.678 2.566 -2.486  0.58
C5 -2.983 0.447 0.146  -0.55
H5 -3.422 1.064 0.621  0.51
H6 1.985 0.133 -0.932  0.22
C6 1.628 -0.492 -0.137  -0.68
C7 0.628 0.044 0.912  -0.02
C8 0.185 1.911 -0.505  -0.53
H7 0.842 -0.308 1.938  0.46
H8 -3.417 -1.174 -1.640  0.29

Gap between HOMO and LUMO: 10.4 eV
E_LUMO: 0.0130 Eh
2S+1: 1
Net charge: 0
E_HOMO: -10.0 eV

---

Entry ii
Molecular formula: C8H8O
Method: DFT, the ωB97M-V functional and the def2-TZVPD basis

Each line ends with the Mulliken charge.
Element x y z (Å)
H1 -0.953 -2.145 -1.929  0.26
C1 -1.116 -0.647 -0.148  0.26
C2 0.174 0.352 0.021  1.04
H2 -0.617 1.724 1.583  0.35
H3 -1.727 -2.616 -0.433  0.37
H4 0.466 4.190 0.204  0.33
C3 -0.148 1.764 -0.280  -0.64
H5 -1.954 0.009 -0.521  0.42
C4 2.759 -0.087 -0.650  -0.17
C5 1.536 0.054 -0.317  -0.82
H6 3.650 -0.637 -1.270  0.30
H7 -0.117 -2.444 -0.267  0.34
O1 -1.088 0.458 2.240  -0.66
C6 0.145 3.086 -0.115  -0.35
C7 -0.484 -0.271 1.108  0.06
C8 -0.907 -1.887 -0.709  -1.40
H8 0.380 -0.905 1.482  0.32

Gap between HOMO and LUMO: 9.1 eV
E_LUMO: 0.0055 Eh
2S+1: 1
Net charge: 0
E_HOMO: -9.0 eV

---

Which structure is most stable? entry i, by 68.6 kcal/mol over the runner-up.